[1]
ORCA calculation (the ωB97M-V functional and the def2-TZVPD basis) on C5H10O in the gas phase.

For the electronic energy, the calculation gives -7391.951 eV. The calculation puts the strongest force on any atom at 0.603 eV Å⁻¹. The HOMO-LUMO gap comes out at 9.48 eV. The HOMO energy comes out at -8.4 eV.

The geometry in XYZ format:
```
16
Properties=species:S:1:pos:R:3:forces:R:3
C -1.027114 1.372315 -0.916402 -0.01 0.08 -0.06
C -0.794555 0.168112 0.004859 0.03 -0.03 -0.09
C -1.653672 -1.028288 -0.417954 -0.04 -0.07 -0.03
C 0.662994 -0.208322 -0.148065 -0.17 0.13 0.56
C 2.623811 -0.374249 1.089438 0.32 -0.05 0.06
O 1.214576 -0.120207 1.035363 -0.19 0.01 -0.47
H -0.408627 2.226525 -0.618314 -0.10 -0.12 -0.04
H -2.076319 1.685893 -0.884636 0.13 -0.07 0.02
H -0.769249 1.116623 -1.949946 -0.05 0.03 0.15
H -1.033145 0.444356 1.043516 0.07 -0.05 -0.13
H -2.715510 -0.756924 -0.406334 0.16 -0.02 0.00
H -1.515279 -1.877521 0.260105 -0.01 0.11 -0.11
H -1.389443 -1.354739 -1.429673 -0.03 0.06 0.13
H 3.015924 -0.417008 0.071651 -0.04 -0.01 0.16
H 2.790275 -1.319786 1.610916 -0.05 0.12 -0.06
H 3.075327 0.443223 1.655480 -0.03 -0.12 -0.08
```
Positions in Å, forces in eV/Å.

Löwdin population analysis, charges in e, atoms 1 to 4: -0.0897, -0.4601, -0.0867, -0.0213



[2]
ORCA calculation (the ωB97M-V functional and the def2-TZVPD basis) on a molecular structure, C4H7NO.

For the electronic energy, the calculation gives -7794.817 eV. The calculation puts the strongest force on any atom at 4.540 eV Å⁻¹. The HOMO-LUMO gap comes out at 9.20 eV. The HOMO energy comes out at -9.1 eV.

The geometry in XYZ format:
```
13
Properties=species:S:1:pos:R:3:forces:R:3
C 1.994091 -0.468041 0.686404 -0.18 -0.05 0.57
C 0.161031 -0.516559 -0.770235 4.30 0.85 -1.19
C -1.258786 0.306403 0.263854 -1.54 -3.13 1.86
C -2.005703 1.031678 -0.544334 0.59 -0.05 -0.67
O -0.607006 -1.215095 0.067159 -1.67 3.16 0.28
N 1.332410 -0.021789 -0.507081 -1.52 -1.17 -1.45
H -0.190810 -0.401136 -1.799873 -0.23 0.12 0.23
H -1.326703 0.327815 1.340488 0.03 0.05 0.00
H 2.911177 0.105696 0.802724 -0.03 -0.06 0.20
H 2.245835 -1.533224 0.604761 0.07 0.13 -0.02
H 1.358858 -0.378398 1.575958 0.22 0.10 0.09
H -2.814066 1.610512 -0.124175 0.44 0.54 0.31
H -1.800329 1.152139 -1.595649 -0.47 -0.49 -0.23
```
Positions in Å, forces in eV/Å.

Löwdin population analysis, charges in e, atoms 1 to 4: -0.1490, -0.4229, -0.0528, 0.0334



[3]
ORCA calculation (the ωB97M-V functional and the def2-TZVPD basis) on a molecular structure, C50H40CaN2OP2S4.

For the electronic energy, the calculation gives -137891.293 eV. The calculation puts the strongest force on any atom at 0.553 eV Å⁻¹. The net charge is -2. The HOMO-LUMO gap comes out at 6.63 eV. The HOMO energy comes out at -2.4 eV.

The geometry in XYZ format:
```
100
Properties=species:S:1:pos:R:3:forces:R:3
Ca 0.551921 -0.282030 0.019892 -0.38 -0.16 0.37
C 5.178663 0.290050 -1.245192 0.00 0.00 -0.02
C 3.709692 -0.081024 -1.291003 0.00 -0.09 -0.01
N 2.995623 -0.093705 -0.203561 0.26 0.05 0.06
N 3.750313 0.233206 0.938285 -0.09 -0.06 -0.12
C 3.170542 0.250972 2.090127 -0.02 0.22 -0.06
S 1.554452 0.013291 2.613264 0.23 -0.10 -0.03
S 4.468278 0.614483 3.313490 0.01 -0.09 -0.04
C 3.580708 1.501953 4.617796 -0.11 -0.10 -0.01
C 3.486255 2.980421 4.370931 -0.08 0.00 -0.02
C 4.227867 3.892527 5.112467 0.02 0.01 0.00
C 4.133558 5.257721 4.865258 -0.01 -0.01 -0.01
C 3.286837 5.724558 3.871024 0.01 -0.05 0.03
C 2.536066 4.818580 3.128076 0.00 0.10 0.02
C 2.635602 3.459233 3.372722 -0.01 0.04 0.02
C 3.177258 -0.422199 -2.634849 0.08 0.07 0.07
C 4.092961 -0.524887 -3.699287 0.03 0.01 0.03
C 3.733268 -0.817379 -4.997764 -0.06 -0.01 -0.02
C 2.378568 -1.016043 -5.288146 0.07 0.01 0.02
C 1.448423 -0.931838 -4.286505 0.00 -0.05 -0.04
C 1.795036 -0.652786 -2.930949 0.03 -0.11 -0.07
O 0.863276 -0.632131 -2.062064 0.03 0.10 -0.26
H 5.444080 0.646372 -0.260002 0.01 0.01 0.01
H 5.388535 1.060709 -1.988064 0.00 -0.02 0.00
H 5.795183 -0.580196 -1.481784 0.00 0.01 0.01
H 4.092027 1.280799 5.556350 0.05 0.06 -0.03
H 2.585308 1.054161 4.657690 -0.01 -0.01 0.03
H 4.890229 3.527738 5.890479 0.01 0.00 0.01
H 4.722301 5.954551 5.450797 0.01 0.00 0.01
H 3.207847 6.787374 3.675891 0.00 0.01 0.00
H 1.862367 5.170587 2.356018 0.02 -0.04 0.03
H 2.045040 2.756035 2.795194 -0.01 0.01 -0.02
H 5.145526 -0.380463 -3.503450 -0.01 0.00 0.00
H 4.489222 -0.890809 -5.769315 0.00 0.00 -0.01
H 2.062928 -1.238696 -6.302520 0.00 0.00 0.00
H 0.393834 -1.088722 -4.478497 -0.01 0.00 0.00
C -7.043588 -0.806632 -0.127916 0.01 0.01 -0.01
C -6.274182 -0.451896 -1.228518 0.01 0.00 0.01
C -4.934109 -0.133579 -1.064274 -0.03 0.01 0.01
C -4.345219 -0.142968 0.199481 0.03 -0.04 0.09
C -5.124699 -0.506189 1.294402 -0.01 -0.01 0.02
C -6.463633 -0.837863 1.132260 0.01 0.01 0.00
P -2.562969 0.308950 0.295830 0.03 0.08 -0.10
C -2.120520 -0.292034 1.968235 -0.06 0.01 0.03
C -1.977264 0.528556 3.086528 0.04 0.00 -0.01
C -1.610259 -0.018527 4.306423 0.00 -0.02 0.00
C -1.385557 -1.385529 4.423354 -0.01 0.02 -0.01
C -1.521808 -2.208247 3.315966 0.00 0.02 -0.01
C -1.883212 -1.661913 2.092696 0.02 0.04 -0.03
C -2.680777 2.123251 0.534938 0.07 -0.01 -0.05
C -3.849451 2.779827 0.821164 -0.03 0.01 0.00
C -3.862138 4.185018 0.972319 0.02 -0.01 0.00
C -2.709009 4.900888 0.825306 0.01 -0.02 0.00
C -1.484676 4.255288 0.516601 0.00 0.00 0.00
C -0.286705 4.987932 0.333556 -0.03 -0.04 -0.01
C 0.864205 4.322056 0.016178 -0.04 -0.06 -0.05
C 0.869705 2.911560 -0.109006 0.00 0.02 0.02
C -0.250587 2.116663 0.066608 -0.03 0.11 0.15
C -1.449581 2.839711 0.373837 -0.03 -0.02 -0.07
H -8.086743 -1.070075 -0.254472 -0.01 0.00 0.00
H -6.714546 -0.439250 -2.218100 0.00 0.00 -0.01
H -4.327496 0.122813 -1.925733 0.00 0.00 -0.01
H -4.675809 -0.535954 2.280345 -0.01 0.00 -0.01
H -7.054099 -1.125309 1.994050 0.00 0.00 0.01
H -2.124972 1.597448 2.992850 -0.01 0.00 0.00
H -1.471439 0.629084 5.163557 0.00 0.01 0.01
H -1.073888 -1.802844 5.373268 0.00 0.00 0.00
H -1.323937 -3.270949 3.372884 0.00 0.00 -0.01
H -1.964909 -2.320644 1.233287 -0.02 0.01 0.02
H -4.776080 2.230458 0.934993 0.00 0.00 0.00
H -4.794012 4.688457 1.203863 0.00 0.00 0.00
H -2.713544 5.981075 0.937650 0.00 0.01 0.00
H -0.303150 6.067959 0.443056 -0.01 0.01 -0.01
H 1.784611 4.877220 -0.138870 0.01 0.00 0.00
H 1.826829 2.450281 -0.355754 0.01 0.02 0.03
S -2.015661 -5.076159 0.839708 0.02 -0.03 0.03
P -0.160301 -4.935763 0.158564 -0.05 -0.01 -0.21
S 0.887764 -3.253979 0.266184 0.06 0.04 0.26
C -0.143595 -5.483442 -1.599337 -0.04 0.01 0.00
C 0.316078 -4.643372 -2.605568 0.00 -0.02 -0.01
C 0.301002 -5.066345 -3.930929 -0.01 0.00 0.02
C -0.163765 -6.331898 -4.253172 0.00 -0.01 0.01
C -0.624976 -7.176651 -3.248093 0.00 0.01 0.02
C -0.620836 -6.751010 -1.929542 0.02 0.02 -0.02
C 0.884030 -6.246601 0.920990 0.03 0.03 -0.02
C 2.211617 -6.376604 0.514209 -0.01 -0.02 0.02
C 3.022752 -7.351981 1.070522 -0.02 0.02 -0.01
C 2.518614 -8.203025 2.048674 0.00 0.01 0.00
C 1.202086 -8.072612 2.461297 -0.01 0.02 -0.01
C 0.385386 -7.098156 1.895400 0.01 -0.04 -0.02
H 0.682472 -3.657220 -2.342750 0.00 0.01 -0.01
H 0.657930 -4.398618 -4.705750 0.01 0.01 0.00
H -0.170764 -6.662690 -5.285384 0.00 0.00 -0.01
H -0.993842 -8.165311 -3.495723 0.00 -0.01 0.00
H -0.999611 -7.395046 -1.144115 -0.01 -0.01 0.00
H 2.605080 -5.692086 -0.227868 0.01 0.00 0.00
H 4.053881 -7.441794 0.750818 0.01 0.00 0.00
H 3.155808 -8.959986 2.490944 0.00 0.00 0.00
H 0.806238 -8.728313 3.228041 0.00 0.00 0.00
H -0.647765 -6.982745 2.200641 -0.01 0.00 0.01
```
Positions in Å, forces in eV/Å.

Löwdin population analysis, charges in e, atoms 1 to 4: 0.9361, -0.0527, -0.2476, -0.0344



[4]
ORCA calculation (the ωB97M-V functional and the def2-TZVPD basis) on 2 unconnected molecules or ions with the total composition C5H11N2.

For the electronic energy, the calculation gives -8332.784 eV. The calculation puts the strongest force on any atom at 4.968 eV Å⁻¹. The net charge is +1. The HOMO-LUMO gap comes out at 10.10 eV. The HOMO energy comes out at -13.6 eV.

The geometry in XYZ format:
```
18
Properties=species:S:1:pos:R:3:forces:R:3
C 2.143248 -1.403194 -0.005475 0.35 -0.05 2.13
C 1.199014 -1.566968 0.910337 -3.07 2.05 -0.06
C -0.433660 0.561443 -1.382098 0.03 2.38 0.96
C -0.622348 1.948269 -1.916017 3.00 1.19 -1.85
C -0.626335 -0.647499 0.621693 4.74 -1.48 -0.09
N -0.644123 0.493890 -0.141506 -0.03 0.00 1.23
N -0.971981 -0.235056 2.043618 1.50 -1.72 -1.00
H 3.243979 -1.608129 0.052455 -1.33 -0.32 0.21
H 1.861718 -0.752954 -0.782688 -0.26 0.49 -1.39
H 0.965422 -1.855280 1.954155 1.23 -0.57 -0.98
H -0.101160 -0.239379 -1.998218 0.04 -0.82 -0.58
H -1.658941 2.165907 -2.048444 -0.67 0.10 -0.57
H -0.178065 2.823681 -1.348435 -0.63 -1.53 0.30
H 0.024865 2.064960 -2.853678 -1.58 -0.30 0.63
H -1.206818 -1.403104 0.203507 -1.33 -1.52 0.11
H -1.354023 -1.103922 2.565647 0.77 2.41 -0.45
H -1.570375 0.523083 1.783052 -1.46 0.71 0.83
H -0.070418 0.234253 2.342095 -1.29 -1.03 0.56
```
Positions in Å, forces in eV/Å.

Löwdin population analysis, charges in e, atoms 1 to 4: -0.0015, 0.0241, -0.1649, -0.0658



[5]
ORCA calculation (the ωB97M-V functional and the def2-TZVPD basis) on 2 unconnected molecules or ions with the total composition C2H4N2O2.

For the electronic energy, the calculation gives -9205.988 eV. The calculation puts the strongest force on any atom at 4.378 eV Å⁻¹. The net charge is -2. The HOMO-LUMO gap (alpha / beta) comes out at 4.98 / 4.99 eV. The HOMO energy (alpha / beta) comes out at 2.5 / 2.5 eV.

The geometry in XYZ format:
```
10
Properties=species:S:1:pos:R:3:forces:R:3
C -0.257545 -0.131549 0.163648 -2.08 1.45 -2.12
C -1.690368 0.352550 0.073589 -1.80 1.55 0.57
N 0.275523 -0.495551 -0.890379 3.43 -2.49 -1.07
N 3.184719 -0.321573 0.341051 2.24 0.23 1.46
O 4.269130 -0.219414 1.066827 -1.77 -0.17 -1.22
O -2.604602 -0.596156 0.005535 -0.31 -0.26 0.09
H 0.419468 0.110925 0.917827 1.04 0.28 1.91
H -0.002266 -0.906804 -1.775978 -1.44 0.98 0.54
H -1.970879 1.205380 1.037224 0.97 -1.25 -1.71
H -1.623177 1.002193 -0.939348 -0.30 -0.32 1.56
```
Positions in Å, forces in eV/Å.

Löwdin population analysis, charges in e, atoms 1 to 4: -0.3116, -0.6293, 0.0524, -0.3308



[6]
ORCA calculation (the ωB97M-V functional and the def2-TZVPD basis) on 2 unconnected molecules or ions with the total composition C4H13N4O.

For the electronic energy, the calculation gives -12359.010 eV. The calculation puts the strongest force on any atom at 7.447 eV Å⁻¹. The net charge is +1. The HOMO-LUMO gap comes out at 10.57 eV. The HOMO energy comes out at -13.5 eV.

The geometry in XYZ format:
```
22
Properties=species:S:1:pos:R:3:forces:R:3
C -0.089805 -3.018753 0.463192 2.81 -0.44 -1.79
C -0.419763 -0.638808 1.173634 3.60 -0.95 0.62
N -1.721372 -0.778232 1.617218 2.85 -0.19 -1.19
N 0.261647 -1.573525 0.441140 -1.67 -1.14 2.58
N 0.363372 0.453874 1.675266 -7.06 -2.29 0.56
H -2.155522 -1.739880 1.663548 0.16 2.36 -0.17
H -2.021826 0.180174 1.773969 -1.46 -1.11 0.75
H 1.127905 -1.304240 -0.028649 -0.67 0.01 0.57
H 1.302150 0.570627 1.567655 2.62 0.23 -0.88
H -0.261564 1.229429 1.891694 1.14 0.10 0.22
H -1.055870 -3.188749 0.833165 -1.13 -0.21 0.92
H 0.737449 -3.623183 1.022824 -1.74 1.07 -0.86
H -0.146040 -3.401510 -0.612673 0.31 0.52 1.41
C 1.540261 2.072714 -1.698545 3.78 1.32 0.95
C 0.261672 1.425400 -1.322207 -1.89 -1.68 1.57
O 0.355715 0.347979 -0.696997 -0.34 2.85 -3.09
N -1.045610 1.894368 -1.593774 3.68 4.13 -1.53
H -1.815923 1.506545 -1.159783 -1.39 -1.38 1.03
H -1.198726 2.947827 -1.812805 0.65 -2.70 0.33
H 2.454043 1.337303 -1.417623 -2.49 1.29 -1.01
H 1.948160 3.010882 -0.979443 -1.87 -2.04 -2.21
H 1.579648 2.289759 -2.800806 0.12 0.25 1.21
```
Positions in Å, forces in eV/Å.

Löwdin population analysis, charges in e, atoms 1 to 4: -0.0311, -0.3463, 0.1822, -0.0004



[7]
ORCA calculation (the ωB97M-V functional and the def2-TZVPD basis) on C6H11NO2 in the gas phase.

For the electronic energy, the calculation gives -11979.445 eV. The calculation puts the strongest force on any atom at 7.300 eV Å⁻¹. Its structure (SMILES) is C/C=C/C=[N+](\[O-])CCO. The HOMO-LUMO gap (alpha / beta) comes out at 8.23 / 7.76 eV. The HOMO energy (alpha / beta) comes out at -7.9 / -8.1 eV.

The geometry in XYZ format:
```
20
Properties=species:S:1:pos:R:3:forces:R:3
C -1.536153 -0.015538 -0.067568 -3.68 -0.52 -0.93
C -2.892977 -0.144199 0.254697 1.91 0.34 -0.51
C -0.542812 0.350584 0.691307 7.25 -0.66 -0.55
C -3.877344 -0.628434 -0.708585 -1.73 0.91 0.44
C 2.152873 -0.159315 0.666208 0.37 -4.11 1.57
C 3.233114 0.791223 0.328269 2.35 1.67 0.78
N 0.976147 -0.053586 -0.072120 -5.63 0.93 -2.01
O 0.940638 -0.434625 -1.316716 0.34 0.80 2.32
O 4.040359 0.407655 -0.778644 -0.68 -0.15 -0.58
H -1.287656 -0.216779 -1.075678 0.65 -0.59 -1.00
H -3.113560 0.230943 1.196501 -1.06 0.37 1.71
H -0.234545 0.659867 1.670550 -0.74 0.03 0.30
H -4.551198 0.228975 -1.048819 0.98 -1.02 -0.10
H -4.595393 -1.353290 -0.304851 0.25 0.05 0.22
H -3.323373 -1.124557 -1.464956 0.04 -0.17 -1.29
H 2.495192 -1.352249 0.418946 -0.42 3.20 1.05
H 1.793129 -0.085714 1.735798 0.94 -0.10 -0.91
H 3.990299 0.930221 1.193764 -1.24 -0.69 -1.18
H 2.840987 1.833544 0.234420 -0.10 -0.68 -0.35
H 3.492268 0.135277 -1.552530 0.23 0.39 1.01
```
Positions in Å, forces in eV/Å.

Löwdin population analysis, charges in e, atoms 1 to 4: -0.1695, -0.1213, 0.0841, -0.1059